1.
Computed, not measured: a structure of composition C32H39BKN9O5, with ωB97M-V/def2-TZVPD.

Calculated values
Gap between HOMO and LUMO (eV): 6.897
LUMO level (Eh): 0.153
ΔE to the lowest compared entry with this formula, charge and spin (kJ/mol): 59.2
Net charge: -2
Molecular weight (Da): 679.6

The geometry in XYZ format:
```
87
Properties=species:S:1:pos:R:3:mulliken_charge:R:1
K -1.102 0.744 0.273 0.52
O -0.008 4.710 -2.535 -0.72
C -1.055 4.902 -3.345 0.11
C -1.048 6.024 -4.182 -0.68
C -2.109 6.267 -5.033 -0.22
C -3.197 5.401 -5.068 -0.72
C -3.202 4.289 -4.242 -0.24
C -2.149 4.015 -3.374 0.06
C -2.150 2.799 -2.487 0.59
O -1.158 2.632 -1.722 -0.24
N -3.197 1.994 -2.649 -0.99
N -3.101 0.899 -1.852 0.56
C -4.046 0.048 -1.945 -1.03
C -4.010 -1.194 -1.159 0.82
C -5.017 -2.149 -1.317 -0.84
C -4.942 -3.330 -0.598 -0.16
C -3.861 -3.539 0.245 -1.26
C -2.902 -2.534 0.343 -0.14
N -2.986 -1.390 -0.321 0.34
H -0.252 3.876 -2.013 0.32
H -0.194 6.688 -4.135 0.41
H -2.089 7.143 -5.673 0.33
H -4.031 5.593 -5.733 0.37
H -4.030 3.592 -4.245 0.43
H -4.882 0.206 -2.632 0.23
H -5.837 -1.957 -1.998 0.34
H -5.713 -4.085 -0.704 0.39
H -3.748 -4.457 0.806 0.41
H -2.014 -2.650 0.960 0.57
C -1.905 -0.671 3.551 -1.07
C -0.501 -1.119 3.301 0.86
C 0.542 -1.276 4.232 -1.57
C 1.627 -1.687 3.481 0.97
C 3.004 -2.023 3.956 -1.39
N 1.231 -1.748 2.190 0.78
N -0.072 -1.394 2.080 0.10
B 2.108 -2.137 0.981 -0.92
N 1.693 -3.487 0.348 0.81
N 0.428 -3.780 -0.029 -0.56
C 0.464 -4.986 -0.567 0.61
C -0.781 -5.620 -1.099 -1.04
C 1.776 -5.500 -0.552 -1.32
C 2.532 -4.493 0.013 0.87
C 4.011 -4.462 0.230 -1.19
N 2.226 -1.020 -0.086 1.56
N 1.249 -0.749 -0.990 -1.08
C 1.752 0.126 -1.843 1.01
C 0.949 0.603 -3.010 -1.21
C 3.067 0.475 -1.475 -1.49
C 3.336 -0.299 -0.366 0.83
C 4.589 -0.340 0.450 -1.29
H -2.173 -0.827 4.598 0.38
H -2.607 -1.232 2.930 0.08
H -2.017 0.392 3.324 0.11
H 0.513 -1.114 5.298 0.38
H 3.048 -1.887 5.038 0.36
H 3.764 -1.384 3.501 0.16
H 3.273 -3.057 3.728 0.21
H 3.217 -2.299 1.408 -0.30
H -1.595 -4.897 -1.072 0.17
H -1.077 -6.493 -0.510 0.22
H -0.648 -5.948 -2.132 0.28
H 2.132 -6.448 -0.925 0.40
H 4.443 -5.398 -0.130 0.33
H 4.266 -4.348 1.285 0.16
H 4.483 -3.637 -0.308 0.16
H -0.087 0.285 -2.905 0.21
H 1.346 0.194 -3.943 0.35
H 0.955 1.691 -3.083 0.19
H 3.724 1.190 -1.946 0.41
H 5.300 0.383 0.047 0.39
H 5.055 -1.326 0.440 0.17
H 4.398 -0.083 1.494 0.15
C 1.270 4.495 1.819 -1.90
C 0.671 3.196 2.338 1.94
C 1.317 2.772 3.653 -1.80
O 0.883 2.161 1.365 0.39
C -0.869 3.352 2.595 -0.01
O -1.206 4.454 3.067 -0.82
O -1.586 2.351 2.362 -0.70
H 2.353 4.380 1.680 0.44
H 1.077 5.301 2.525 0.39
H 0.822 4.759 0.861 0.30
H 2.403 2.677 3.534 0.41
H 0.918 1.804 3.964 0.23
H 1.111 3.515 4.425 0.42
H 1.830 2.076 1.213 -0.11
```

=====

2.
Computed, not measured: a structure of composition C4H8O, with ωB97M-V/def2-TZVPD.

Calculated values
Gap between HOMO and LUMO (eV): 10.054
LUMO level (Eh): 0.041
ΔE to the lowest compared entry with this formula, charge and spin (kJ/mol): 230.9
Net charge: 0
Molecular weight (Da): 72.1

The geometry in XYZ format:
```
13
Properties=species:S:1:pos:R:3:nbo_charge:R:1
C -0.320 1.361 1.616 -0.86
C -0.794 -0.791 -0.568 0.15
C -0.063 -0.265 -1.551 -0.37
C 1.050 -1.167 -1.073 -0.08
O 0.142 -1.647 -0.028 -0.50
H -0.680 0.427 2.060 0.21
H 0.568 1.716 2.145 0.21
H -1.107 2.119 1.635 0.21
H -1.765 -0.671 -0.095 0.20
H -0.180 0.499 -2.303 0.23
H -0.083 1.160 0.577 0.22
H 1.945 -0.726 -0.616 0.20
H 1.322 -1.985 -1.748 0.19
```

=====

3.
Computed, not measured: a cluster of 7 separate species, C37H87N9O7 in total at a distorted geometry, with ωB97M-V/def2-TZVPD.

Calculated values
Gap between HOMO and LUMO (eV): 8.183
LUMO level (Eh): 0.008
ΔE to the lowest compared entry with this formula, charge and spin (kJ/mol): 462.2
Net charge: 0
Molecular weight (Da): 770.2
SMILES string: CC1(C)CCCC(C)(C)N1O.CC1(C)CCCC(C)(C)N1O.CC1(C)CCCC(C)(C)N1O.COC[C@H](C)N.COC[C@H](C)N.NC(N)=O.NC(N)=O

The geometry in XYZ format:
```
140
Properties=species:S:1:pos:R:3:mulliken_charge:R:1
C -30.175 25.601 -17.317 -1.76
C -28.630 25.696 -16.996 1.42
C -28.295 24.237 -16.610 -2.10
C -27.745 25.959 -18.273 -1.01
C -27.907 27.472 -18.747 -0.73
C -27.523 28.487 -17.597 -1.19
C -28.191 28.111 -16.202 1.23
C -27.243 28.801 -15.118 -1.59
C -29.527 28.844 -16.136 -1.63
N -28.277 26.639 -15.974 0.30
O -28.848 26.326 -14.738 -0.46
H -30.788 25.590 -16.415 0.32
H -30.340 26.443 -17.989 0.37
H -30.459 24.764 -17.954 0.45
H -28.858 23.736 -15.822 0.40
H -28.419 23.568 -17.462 0.42
H -27.273 24.292 -16.235 0.53
H -26.686 25.776 -18.087 0.44
H -28.017 25.311 -19.106 0.43
H -27.204 27.832 -19.499 0.41
H -28.966 27.645 -18.937 0.29
H -27.811 29.485 -17.927 0.29
H -26.437 28.588 -17.583 0.52
H -27.060 28.208 -14.223 0.34
H -27.376 29.876 -14.997 0.36
H -26.243 28.770 -15.551 0.41
H -29.391 29.857 -16.516 0.42
H -29.803 28.875 -15.082 0.40
H -30.264 28.325 -16.748 0.35
H -28.212 25.649 -14.495 0.38
C -22.047 27.212 -26.286 -1.92
C -21.750 26.300 -27.449 1.62
C -22.726 26.653 -28.609 -1.73
C -20.278 26.685 -27.921 -1.25
C -19.598 25.671 -28.902 -0.73
C -19.621 24.356 -28.181 -1.11
C -21.006 23.875 -27.738 1.45
C -21.703 23.326 -29.058 -1.71
C -20.837 22.657 -26.812 -1.81
N -21.836 24.884 -27.062 0.25
O -23.152 24.477 -26.809 -0.47
H -21.931 28.267 -26.534 0.40
H -23.032 26.999 -25.869 0.40
H -21.384 26.978 -25.453 0.46
H -22.340 26.439 -29.605 0.33
H -23.613 26.020 -28.634 0.35
H -23.111 27.672 -28.654 0.42
H -20.391 27.556 -28.566 0.44
H -19.491 26.819 -27.179 0.41
H -20.074 25.685 -29.882 0.32
H -18.589 25.964 -29.194 0.39
H -18.961 24.435 -27.317 0.34
H -19.205 23.668 -28.917 0.41
H -22.756 23.071 -29.184 0.33
H -21.214 22.437 -29.455 0.44
H -21.616 24.004 -29.906 0.35
H -20.332 22.963 -25.895 0.44
H -20.310 21.920 -27.417 0.37
H -21.825 22.328 -26.489 0.44
H -23.126 23.923 -26.025 0.36
C -28.118 15.976 -26.192 -1.96
C -28.015 16.451 -24.682 1.49
C -26.574 16.161 -24.201 -1.73
C -28.354 18.019 -24.699 -1.05
C -28.728 18.552 -23.367 -0.77
C -29.799 17.770 -22.677 -1.06
C -29.496 16.227 -22.591 1.17
C -28.625 15.875 -21.444 -1.60
C -30.941 15.550 -22.338 -1.92
N -29.011 15.735 -23.906 0.40
O -28.922 14.351 -23.959 -0.49
H -29.141 15.861 -26.550 0.44
H -27.567 16.645 -26.854 0.40
H -27.834 14.924 -26.216 0.46
H -25.858 16.488 -24.955 0.45
H -26.418 16.772 -23.312 0.36
H -26.367 15.131 -23.912 0.31
H -27.452 18.589 -24.921 0.42
H -29.008 18.369 -25.497 0.40
H -27.852 18.663 -22.728 0.31
H -29.074 19.585 -23.337 0.42
H -30.802 17.859 -23.095 0.41
H -29.981 18.188 -21.687 0.43
H -27.599 16.193 -21.631 0.30
H -28.654 14.828 -21.143 0.36
H -28.917 16.332 -20.498 0.41
H -31.296 15.843 -21.350 0.40
H -30.826 14.468 -22.266 0.42
H -31.565 15.714 -23.217 0.47
H -29.465 14.105 -24.712 0.35
C -28.647 17.784 -14.124 -0.79
O -30.020 17.465 -14.487 -0.32
C -30.748 16.658 -13.496 -0.53
C -32.264 16.791 -13.668 0.20
C -33.069 16.098 -12.477 -1.33
N -32.765 16.415 -14.989 -0.69
H -28.612 18.364 -13.202 0.29
H -28.054 18.460 -14.740 0.31
H -28.068 16.889 -13.897 0.31
H -30.554 15.595 -13.644 0.25
H -30.543 17.066 -12.506 0.35
H -32.623 17.820 -13.702 0.26
H -32.843 16.393 -11.452 0.37
H -32.930 15.021 -12.565 0.34
H -34.149 16.247 -12.480 0.35
H -32.042 16.809 -15.574 0.34
H -32.665 15.411 -14.947 0.27
C -13.891 19.216 -24.248 -0.71
O -12.944 20.258 -24.357 -0.30
C -11.735 20.129 -23.609 -0.55
C -10.691 21.131 -24.075 0.48
C -9.409 21.205 -23.221 -1.39
N -11.252 22.512 -23.997 -0.66
H -13.544 18.453 -24.945 0.28
H -14.832 19.647 -24.590 0.23
H -13.962 18.875 -23.215 0.30
H -11.867 20.410 -22.564 0.29
H -11.287 19.153 -23.796 0.31
H -10.336 20.735 -25.026 0.14
H -8.859 21.956 -23.787 0.35
H -8.852 20.269 -23.274 0.38
H -9.428 21.541 -22.184 0.36
H -10.509 23.194 -24.058 0.25
H -11.861 22.734 -24.771 0.22
N -23.375 13.167 -18.033 -0.38
C -23.299 14.043 -17.057 0.67
N -24.002 13.618 -16.029 -0.38
O -22.629 15.036 -17.128 -0.64
H -22.756 13.214 -18.829 0.20
H -24.109 12.473 -18.037 0.15
H -24.611 12.829 -16.189 0.16
H -23.955 14.151 -15.172 0.21
N -22.776 19.742 -19.442 -0.42
C -22.326 19.990 -20.619 0.66
N -21.321 19.326 -20.995 -0.37
O -23.032 20.663 -21.318 -0.69
H -23.742 20.021 -19.356 0.23
H -22.323 19.009 -18.916 0.19
H -21.088 19.375 -21.977 0.22
H -20.702 18.844 -20.360 0.18
```

=====

4.
Computed, not measured: a structure of composition C21H29BeN2S2, with ωB97M-V/def2-TZVPD.

Calculated values
Gap between HOMO and LUMO (eV): 7.254
LUMO level (Eh): 0.093
Net charge: -1
Molecular weight (Da): 382.6

The geometry in XYZ format:
```
55
Properties=species:S:1:pos:R:3:nbo_charge:R:1
Be 0.194 0.380 0.726 1.49
C 1.879 0.322 1.751 -0.46
C 2.086 1.071 0.552 -0.17
C 1.134 2.150 0.581 -0.15
C 0.447 2.054 1.837 -0.42
C 0.905 0.946 2.561 -0.16
C 0.499 0.545 3.964 -0.06
C -0.930 0.981 4.295 -0.60
C 0.614 -0.971 4.139 -0.61
C 1.459 1.243 4.938 -0.59
C 0.803 3.279 -0.405 -0.09
C 0.119 2.767 -1.684 -0.60
C -0.195 4.252 0.238 -0.60
C 2.051 4.108 -0.734 -0.60
C 3.198 0.639 -0.420 -0.07
C 4.436 1.489 -0.101 -0.59
C 2.886 0.755 -1.916 -0.61
C 3.577 -0.832 -0.180 -0.60
H 2.434 -0.558 2.027 0.24
H -0.349 2.706 2.152 0.23
H -1.660 0.479 3.661 0.23
H -1.056 2.060 4.179 0.20
H -1.155 0.733 5.336 0.20
H -0.010 -1.491 3.409 0.24
H 0.286 -1.258 5.142 0.20
H 1.645 -1.311 4.017 0.20
H 1.381 2.329 4.846 0.21
H 2.494 0.960 4.732 0.21
H 1.225 0.966 5.972 0.20
H -0.833 2.292 -1.435 0.23
H 0.704 2.027 -2.219 0.22
H -0.081 3.605 -2.359 0.19
H -1.138 3.759 0.480 0.22
H -0.411 5.052 -0.474 0.20
H 0.206 4.704 1.149 0.20
H 2.784 3.565 -1.323 0.20
H 2.541 4.440 0.185 0.21
H 1.760 4.994 -1.306 0.20
H 4.258 2.552 -0.271 0.21
H 5.280 1.177 -0.726 0.20
H 4.720 1.362 0.946 0.21
H 2.720 1.776 -2.244 0.20
H 2.016 0.160 -2.196 0.23
H 3.744 0.372 -2.477 0.20
H 4.033 -0.980 0.800 0.20
H 4.315 -1.132 -0.928 0.20
H 2.711 -1.489 -0.264 0.24
S -1.806 -0.332 1.138 -0.41
C -1.577 -1.180 -0.355 -0.18
S -0.024 -0.867 -1.048 -0.41
C -2.518 -2.015 -0.925 -0.48
C -2.255 -2.693 -2.164 0.32
N -2.057 -3.241 -3.159 -0.39
C -3.803 -2.222 -0.319 0.32
N -4.835 -2.391 0.166 -0.39
```

=====

5.
Computed, not measured: a cluster of 2 separate species, CH9N2 in total at a distorted geometry, with ωB97M-V/def2-TZVPD.

Calculated values
Gap between HOMO and LUMO (eV): 12.141
LUMO level (Eh): -0.128
ΔE to the lowest compared entry with this formula, charge and spin (kJ/mol): 19.3
Net charge: +1
Molecular weight (Da): 49.1

The geometry in XYZ format:
```
12
Properties=species:S:1:pos:R:3:nbo_charge:R:1
N 0.118 -1.020 1.561 -1.11
H -0.413 -0.427 2.189 0.39
H -0.596 -1.638 1.161 0.38
H 0.922 -0.086 0.101 0.48
H 0.705 -1.638 2.115 0.40
C -0.707 0.697 -0.990 -0.42
N 0.747 0.499 -0.752 -0.69
H -1.092 1.394 -0.251 0.24
H -1.224 -0.240 -0.842 0.23
H -0.867 0.997 -2.017 0.24
H 1.172 0.071 -1.577 0.43
H 1.236 1.391 -0.697 0.43
```